1.
DFT (wB97M-V/def2-TZVPD) results for an isolated molecule of C21H17N3.

Last column: natural (NBO) charge in e.
CARTESIAN COORDINATES (ANGSTROEM)
1 C 3.2273 -4.7840 1.1271  -0.16
2 C 1.9801 -4.7868 1.6806  -0.19
3 C 1.0789 -3.6050 1.7990  -0.46
4 C 1.4826 -2.5379 0.7888  -0.03
5 C 0.5322 -1.6599 0.4561  -0.16
6 C 0.8466 -0.6450 -0.4804  0.13
7 N -0.0079 0.4088 -0.7771  -0.63
8 C -0.0996 1.5404 0.1181  0.23
9 C 0.7168 1.7911 1.2313  -0.34
10 C 0.5795 2.8614 2.0263  0.05
11 N -0.2968 3.8089 1.8095  -0.47
12 C -1.2885 3.4937 0.8619  0.38
13 N -2.4216 4.1547 0.4476  -0.55
14 C -2.9736 3.5857 -0.7017  0.14
15 C -4.0615 3.8540 -1.4203  -0.26
16 C -4.5804 2.8275 -2.2015  -0.18
17 C -3.8338 1.6449 -2.4809  -0.23
18 C -2.6426 1.4903 -1.9058  -0.23
19 C -2.1947 2.4407 -0.9790  -0.01
20 C -1.1431 2.3890 0.0047  -0.15
21 C 2.0104 -0.6344 -1.1489  -0.24
22 C 2.9870 -1.5636 -0.8262  -0.16
23 C 2.6742 -2.6172 0.0661  -0.02
24 C 3.7110 -3.6094 0.2686  -0.47
25 H 3.8584 -5.6213 1.3297  0.21
26 H 1.6331 -5.4270 2.4314  0.20
27 H 0.0911 -4.0040 1.4347  0.22
28 H 0.9504 -3.1520 2.8256  0.23
29 H -0.4988 -1.6051 0.8481  0.22
30 H -0.2676 0.5805 -1.7261  0.40
31 H 1.4958 1.0337 1.5649  0.22
32 H 1.2486 2.8847 2.8725  0.19
33 H -2.8689 4.8938 1.0181  0.42
34 H -4.7118 4.6961 -1.4301  0.22
35 H -5.4576 3.0045 -2.7599  0.20
36 H -4.3095 0.9306 -3.1705  0.21
37 H -2.3350 0.4483 -2.0477  0.22
38 H 2.2857 0.1743 -1.7675  0.21
39 H 4.0050 -1.5442 -1.2371  0.21
40 H 4.0238 -3.8847 -0.7530  0.22
41 H 4.5749 -3.2560 0.8028  0.23

As for the HOMO energy: -0.2912 Ha. For the energy above the lowest of the compared OMol25 structures with the same formula, charge and spin, the calculation gives 162.5 kJ/mol. The value obtained for the orbital gap is 8.694 eV.

***

2.
DFT (wB97M-V/def2-TZVPD) results for C31H53As2CrN5O10P2 as an isolated structure.

Last column: Mulliken spin population.
CARTESIAN COORDINATES (ANGSTROEM)
1 Cr 0.8851 -1.6185 1.5371  3.40
2 C 1.7131 1.9128 1.5588  -0.02
3 P 1.0700 0.6118 2.6569  -0.10
4 C -0.2914 1.3644 3.5963  0.00
5 C 2.3925 0.3724 3.8915  -0.03
6 C 3.1362 1.4571 4.3516  0.00
7 C 4.1536 1.2676 5.2750  0.00
8 C 4.4395 -0.0068 5.7450  0.00
9 C 3.6969 -1.0935 5.3074  0.00
10 C 2.6692 -0.9105 4.3855  0.01
11 P 1.5948 -2.2595 3.8373  -0.11
12 C 0.2005 -2.2771 5.0120  0.01
13 C 2.4532 -3.8141 4.2150  0.01
14 H 1.4366 2.8989 1.9351  0.00
15 H 1.3051 1.8116 0.5506  0.02
16 H 2.8011 1.8584 1.5151  0.00
17 H 0.1119 2.1890 4.1861  0.00
18 H -0.7438 0.6445 4.2767  0.00
19 H -1.0492 1.7496 2.9183  0.00
20 H 2.9341 2.4563 3.9849  0.00
21 H 4.7278 2.1154 5.6235  0.00
22 H 5.2398 -0.1549 6.4572  0.00
23 H 3.9267 -2.0786 5.6923  0.00
24 H 0.5620 -2.0897 6.0235  0.00
25 H -0.2830 -3.2555 4.9925  0.00
26 H -0.5381 -1.5178 4.7598  -0.01
27 H 2.5814 -3.9209 5.2928  0.00
28 H 3.4317 -3.8547 3.7391  0.00
29 H 1.8538 -4.6592 3.8730  0.00
30 N -1.2319 -1.9011 1.7326  -0.05
31 N -1.4968 -2.5840 0.5045  0.02
32 C -0.7245 -2.0262 -0.5562  0.04
33 O -0.8027 -2.5086 -1.6521  -0.01
34 O 0.1403 -1.1229 -0.1324  -0.19
35 H -1.6190 -2.4644 2.4838  0.00
36 H -1.7275 -1.0025 1.7131  0.01
37 H -2.4847 -2.5871 0.2621  0.00
38 N 2.1444 -2.0614 -3.3872  0.00
39 C 2.3303 -2.2789 -1.9349  -0.01
40 C 3.6871 -1.8113 -1.4348  0.00
41 C 3.8050 -2.0090 0.0751  0.02
42 N 2.8355 -1.1155 0.8258  -0.07
43 C 3.6057 -3.4676 0.4540  0.02
44 C 2.3073 -4.0582 -0.0798  0.00
45 N 1.1575 -3.6336 0.7982  -0.01
46 C 2.0965 -3.7392 -1.5637  0.00
47 H 2.9118 -1.5329 -3.7920  0.00
48 H 1.0028 -1.1792 -3.5426  0.00
49 H 2.0798 -2.9315 -3.9052  0.00
50 H 1.5726 -1.6625 -1.4654  0.03
51 H 3.8455 -0.7577 -1.6860  0.00
52 H 4.4944 -2.3783 -1.9087  0.00
53 H 4.8064 -1.7037 0.3813  0.00
54 H 2.6175 -0.3217 0.2197  0.01
55 H 3.3506 -0.7177 1.6102  0.00
56 H 3.6585 -3.5909 1.5396  -0.01
57 H 4.4423 -4.0365 0.0439  0.00
58 H 2.3645 -5.1451 0.0051  0.00
59 H 1.1950 -4.2345 1.6184  0.00
60 H 0.2787 -3.8910 0.3432  0.01
61 H 1.0976 -4.0486 -1.8762  0.00
62 H 2.8146 -4.3594 -2.1118  0.00
63 C -1.1251 -1.8676 -5.0908  0.00
64 O -1.7096 -1.0621 -4.0728  0.01
65 C -0.8973 -0.3025 -3.3195  0.06
66 O 0.3885 -0.3106 -3.5624  0.00
67 C -1.4786 0.4446 -2.3463  0.08
68 C -2.9060 0.6876 -2.2489  0.35
69 As -3.4743 1.9238 -3.6091  -0.02
70 C -5.0319 2.8191 -2.8107  0.03
71 C -2.2135 3.3807 -3.1020  0.03
72 C -1.2241 3.3624 -2.2078  -0.02
73 As -0.3967 1.7331 -1.4649  0.08
74 C -1.3304 1.8838 0.2740  0.04
75 C -0.4027 4.5378 -1.7489  0.01
76 O 0.7605 4.6204 -2.0341  0.00
77 O -0.9165 5.3596 -0.8162  0.00
78 C -2.3131 5.3635 -0.5087  0.00
79 C -2.4528 4.6644 -3.8412  0.01
80 O -1.9890 5.7305 -3.5260  0.00
81 O -3.2241 4.4756 -4.9129  0.00
82 C -3.4666 5.6480 -5.7154  0.00
83 C -3.6545 0.0714 -1.1745  0.20
84 O -3.1610 -0.6090 -0.2687  0.12
85 O -4.9696 0.3037 -1.2408  0.04
86 C -5.7824 -0.2819 -0.2198  -0.01
87 H -1.9520 -2.2303 -5.6933  0.00
88 H -0.6052 -2.7213 -4.6500  0.00
89 H -0.4425 -1.2906 -5.7129  0.00
90 H -5.8989 2.1719 -2.9131  0.00
91 H -5.2060 3.7351 -3.3715  -0.01
92 H -4.8676 3.0486 -1.7601  0.00
93 H -2.4109 1.9573 0.1687  -0.02
94 H -0.9598 2.7716 0.7907  0.00
95 H -1.1041 0.9846 0.8496  0.02
96 H -2.4215 6.0543 0.3225  0.00
97 H -2.6620 4.3744 -0.2101  0.00
98 H -2.8888 5.7252 -1.3558  0.00
99 H -4.0767 5.3106 -6.5459  0.00
100 H -2.5229 6.0578 -6.0673  0.00
101 H -3.9900 6.3995 -5.1282  0.00
102 H -6.7797 0.1168 -0.3734  0.00
103 H -5.4131 -0.0112 0.7679  0.00
104 H -5.7938 -1.3664 -0.3206  0.00

Its spin multiplicity is 5. As for the HOMO energy (alpha / beta): -0.4179 / -0.4300 Ha. For the energy above the lowest of the compared OMol25 structures with the same formula, charge and spin, the calculation gives 81.4 kJ/mol. The value obtained for the orbital gap (alpha / beta) is 5.475 / 5.925 eV. The net charge is +2.

***

3.
DFT (wB97M-V/def2-TZVPD) results for an isolated ion of composition C2H2NO4 and charge -1.

Last column: natural (NBO) charge in e.
CARTESIAN COORDINATES (ANGSTROEM)
1 O -1.7308 0.7537 0.0215  -0.77
2 C -1.2081 -0.3776 0.0966  0.72
3 O -1.7979 -1.3447 0.5562  -0.75
4 C 0.2561 -0.4698 -0.2461  -0.40
5 N 0.9671 0.8064 0.1395  0.56
6 O 1.2682 1.0104 1.2959  -0.41
7 O 1.3078 1.5343 -0.7551  -0.40
8 H 0.5932 -1.3413 0.2207  0.23
9 H 0.3443 -0.5713 -1.3293  0.22

As for the HOMO energy: -0.1573 Ha. For the energy above the lowest of the compared OMol25 structures with the same formula, charge and spin, the calculation gives 379.8 kJ/mol. The value obtained for the orbital gap is 8.291 eV. The net charge is -1.

***

4.
DFT (wB97M-V/def2-TZVPD) results for an isolated molecule of C3H4O3.

Last column: natural (NBO) charge in e.
CARTESIAN COORDINATES (ANGSTROEM)
1 C 1.0684 -1.2485 -0.3180  -0.26
2 O -0.1791 -0.6373 0.0194  -0.50
3 C -0.1080 0.7081 0.1285  0.71
4 O 0.8604 1.3070 0.5146  -0.55
5 C -1.5428 1.2725 0.1445  0.30
6 O -2.0491 0.6988 1.0681  -0.47
7 H 0.8684 -2.3121 -0.4512  0.20
8 H 1.4140 -0.8137 -1.2609  0.18
9 H 1.8223 -1.0884 0.4531  0.20
10 H -2.1545 2.1137 -0.2981  0.17

As for the HOMO energy: -0.3685 Ha. For the energy above the lowest of the compared OMol25 structures with the same formula, charge and spin, the calculation gives 195.9 kJ/mol. The value obtained for the orbital gap is 10.424 eV.

***

5.
DFT (wB97M-V/def2-TZVPD) results for an isolated ion of composition C5H15N2 and charge +1.

Last column: natural (NBO) charge in e.
CARTESIAN COORDINATES (ANGSTROEM)
1 C -0.0128 1.5583 2.6415  -0.64
2 C -0.0025 1.6480 1.1008  -0.23
3 N -0.7535 0.5119 0.4996  -0.50
4 C -0.0693 -0.7786 0.5609  -0.27
5 C 0.9692 -0.9027 -0.5642  -0.24
6 N 0.3424 -0.4866 -1.8061  -0.66
7 C -0.3546 -1.5823 -2.4912  -0.43
8 H -0.6506 0.7461 2.9996  0.21
9 H 0.9738 1.3420 3.0228  0.24
10 H -0.3762 2.4865 3.0749  0.25
11 H -0.4840 2.5688 0.8120  0.24
12 H 1.0199 1.6588 0.7378  0.23
13 H -1.6233 0.3856 1.0197  0.43
14 H -1.0558 0.6602 -0.4632  0.47
15 H 0.4292 -1.0545 1.4842  0.25
16 H -0.7142 -1.6412 0.4486  0.24
17 H 1.7658 -0.1739 -0.4032  0.20
18 H 1.4329 -1.8791 -0.5791  0.21
19 H 1.0684 -0.1621 -2.4271  0.38
20 H -1.1323 -2.0328 -1.8830  0.19
21 H 0.3251 -2.3983 -2.7000  0.19
22 H -0.7609 -1.2879 -3.4535  0.23

As for the HOMO energy: -0.4941 Ha. For the energy above the lowest of the compared OMol25 structures with the same formula, charge and spin, the calculation gives 86.3 kJ/mol. The value obtained for the orbital gap is 10.534 eV. The net charge is +1.

***

6.
DFT (wB97M-V/def2-TZVPD) results for C18H22Cl5CuNSi2 as an isolated structure.

Last column: natural (NBO) charge in e.
CARTESIAN COORDINATES (ANGSTROEM)
1 Cu -0.7393 1.0575 0.1028  0.69
2 Cl -1.0494 4.2664 -0.5715  -0.02
3 C -2.3782 3.5243 0.2978  -0.10
4 C -2.2892 2.1689 0.6039  -0.35
5 C -3.3917 1.6674 1.2956  -0.08
6 Cl -3.4045 -0.0228 1.7411  -0.01
7 C -4.4985 2.4337 1.6607  -0.10
8 Cl -5.8340 1.7424 2.5206  0.02
9 C -4.5306 3.7843 1.3267  -0.10
10 Cl -5.8871 4.7625 1.7642  0.02
11 C -3.4569 4.3378 0.6362  -0.09
12 Cl -3.4905 6.0187 0.2176  0.01
13 C -0.0839 -1.9568 2.5650  -1.13
14 Si 1.2301 -1.1485 1.4928  1.73
15 C 2.6784 -2.3692 1.4598  -1.13
16 C 1.9015 0.3663 2.3907  -1.12
17 C 0.5753 -0.6175 -0.1344  -1.52
18 C 1.5470 0.2492 -0.8508  0.28
19 C 2.7902 -0.1251 -1.3913  -0.30
20 C 3.5745 0.8156 -2.0319  -0.16
21 C 3.1272 2.1280 -2.1369  -0.31
22 C 1.8955 2.4329 -1.5842  0.07
23 N 1.1360 1.5302 -0.9661  -0.55
24 Si -0.1655 -1.8621 -1.2574  1.73
25 C -1.6398 -2.7349 -0.4864  -1.13
26 C 0.9812 -3.2441 -1.8612  -1.13
27 C -0.7299 -0.9878 -2.8285  -1.12
28 H 0.2547 -2.0276 3.6038  0.22
29 H -0.3113 -2.9687 2.2201  0.22
30 H -1.0073 -1.3741 2.5397  0.25
31 H 3.0061 -2.5878 2.4816  0.22
32 H 3.5365 -1.9630 0.9155  0.22
33 H 2.3979 -3.3149 0.9869  0.22
34 H 2.2309 0.1246 3.4063  0.22
35 H 1.1332 1.1433 2.4511  0.24
36 H 2.7557 0.7872 1.8498  0.23
37 H 3.1172 -1.1529 -1.2966  0.22
38 H 4.5341 0.5342 -2.4512  0.20
39 H 3.7151 2.8897 -2.6316  0.21
40 H 1.4926 3.4387 -1.6339  0.19
41 H -1.3231 -3.4614 0.2662  0.22
42 H -2.2121 -3.2735 -1.2488  0.22
43 H -2.3001 -2.0117 -0.0030  0.25
44 H 1.3516 -3.8523 -1.0308  0.22
45 H 1.8474 -2.8451 -2.3979  0.22
46 H 0.4405 -3.9045 -2.5473  0.22
47 H -1.3964 -0.1557 -2.5811  0.24
48 H -1.2595 -1.6669 -3.5043  0.22
49 H 0.1283 -0.5748 -3.3692  0.23

As for the HOMO energy: -0.1563 Ha. The value obtained for the orbital gap is 6.883 eV. The net charge is -1.

***

Table of maximum force (eV Å⁻¹), in record order: 4.8 0.8 3.5 1.6 3.0 0.5
Table of energy (eV), in record order: -26521.4795 -229596.1938 -11785.3833 -9316.6700 -8401.7822 -143524.5725